w.
This record from OMol25 describes a single C22H31N3O4 molecule. The level of theory is the ωB97M-V functional and the def2-TZVPD basis.

Results
HOMO: -9.0 eV
E_LUMO: 0.5436 eV
structure (SMILES): CCOC(=O)[C@@]1(CC(=O)N[C@@H](Cc2cccnc2)C2CCCC2)CCCNC1=O
HOMO-LUMO gap: 9.6 eV

Geometry as ORCA input:
```
! wB97M-V def2-TZVPD RIJCOSX def2/J DEFGRID3
* xyz 0 1
H -2.443 -1.704 1.348
O -0.919 2.248 -0.401
H 1.603 -1.243 -4.310
C 0.464 5.350 -1.539
H -3.309 -3.866 0.906
H 2.418 4.650 -2.119
H -1.803 -2.581 -2.388
H 0.335 5.799 -2.524
H 0.731 2.226 1.629
C -1.389 -1.270 4.607
N 0.251 -0.130 0.637
C -0.530 -1.282 3.521
C 2.206 2.113 -1.442
H -1.325 -4.359 2.424
H 1.408 -2.255 1.757
H 2.423 6.055 -1.068
H 1.628 4.620 0.836
H -0.206 -3.092 -1.843
H 0.058 6.051 -0.801
C 1.117 -0.550 -3.624
N -2.161 -3.467 4.072
O 1.454 1.201 -2.055
C 1.932 5.099 -1.252
C 1.523 1.928 0.941
H 0.115 -0.437 3.318
H 2.886 -0.233 -2.404
H -1.435 -0.418 5.273
C -1.333 -3.458 3.033
H -2.249 -4.792 -1.441
C -2.568 -1.886 0.283
C -2.190 -2.379 4.837
C 0.376 -2.473 1.470
C -1.215 -2.849 -1.506
C 1.433 2.819 -0.321
H 2.489 2.115 1.409
C -0.031 3.021 -0.727
C -1.250 -1.687 -0.498
H 0.867 -1.754 -0.430
H 0.374 -3.498 1.093
H -3.311 -1.168 -0.064
C 2.091 4.177 -0.052
H 0.394 0.042 -4.185
C -0.506 -2.393 2.685
O 2.513 -0.221 0.579
H -2.876 -2.400 5.676
H -3.938 -3.306 -0.631
O 3.360 2.329 -1.698
C 0.068 -1.534 0.288
C -1.899 -4.006 -0.771
C 1.478 0.421 0.694
H 2.682 0.951 -3.702
H -1.294 4.186 -1.691
H -1.197 -4.469 -0.074
H 0.580 -1.128 -2.873
C 2.152 0.335 -2.977
C -3.044 -3.330 -0.005
H -0.513 0.518 0.492
N -0.306 4.109 -1.492
H -1.314 -0.754 -1.068
H 3.145 4.011 0.167
*
```

---

x.
This record from OMol25 describes a single C22H31N3O4 molecule. The level of theory is the ωB97M-V functional and the def2-TZVPD basis.

Results
HOMO: -8.4 eV
E_LUMO: 0.6833 eV
structure (SMILES): COc1cccc(OCc2cc(C(=O)N(C)C3CC(C)(C)NC(C)(C)C3)no2)c1
HOMO-LUMO gap: 9.1 eV

Geometry as ORCA input:
```
! wB97M-V def2-TZVPD RIJCOSX def2/J DEFGRID3
* xyz 0 1
H -2.869 3.037 -0.691
C -1.471 1.738 0.269
C -0.144 -0.003 0.103
O -3.689 2.212 1.030
N 1.605 -1.678 -0.317
H -3.755 -2.527 1.981
C 4.937 1.252 -2.531
C 3.845 -1.284 0.662
H 4.416 0.205 3.026
C -5.844 -0.710 -0.984
H 2.685 -2.978 -1.547
H 4.327 -2.064 0.072
C 1.964 -3.017 -0.732
C 4.210 0.969 -1.207
O -0.585 -2.221 -0.411
N 5.226 0.472 -0.294
H 6.610 -1.466 0.616
C 2.666 -0.704 -0.112
C -4.883 -1.088 -0.042
H 2.387 -3.581 0.101
H 5.613 2.097 -2.419
O -0.410 1.895 1.075
H 5.521 0.384 -2.825
H 4.224 1.481 -3.318
H -3.433 -0.348 1.378
H -2.684 -2.551 0.543
C 4.414 0.740 2.079
H -6.815 0.901 -1.985
H 5.090 1.589 2.167
C 6.186 -0.876 1.424
H 3.411 1.116 1.910
H -3.708 -3.956 0.922
C -1.359 0.543 -0.386
H 6.918 -0.130 1.723
N 0.403 0.822 0.964
H 2.835 2.115 0.066
H 1.058 -3.517 -1.071
H 5.922 1.190 -0.127
C 3.522 2.273 -0.758
H -2.020 0.101 -1.099
H -2.253 3.612 0.894
C -3.650 -2.869 0.947
H 5.990 -1.527 2.272
C 4.891 -0.196 0.953
C 0.295 -1.389 -0.225
H 4.270 2.999 -0.447
C -4.401 1.238 0.340
H 3.642 -0.936 -2.019
H 3.501 -1.715 1.603
H 2.961 2.697 -1.588
C -2.580 2.738 0.327
H -5.511 2.654 -0.816
C -5.343 1.608 -0.607
C 3.173 -0.139 -1.440
H -6.396 -1.486 -1.490
C -4.169 -0.101 0.630
H 2.337 0.260 -2.018
O -4.720 -2.418 0.142
C -6.070 0.622 -1.255
H 2.229 0.098 0.481
*
```

---

y.
This record from OMol25 describes a single C22H31N3O4 molecule. The level of theory is the ωB97M-V functional and the def2-TZVPD basis.

Results
HOMO: -9.1 eV
E_LUMO: 0.5466 eV
structure (SMILES): CCOC(=O)[C@@]1(CC(=O)N[C@@H](Cc2cccnc2)C2CCCC2)CCCNC1=O
HOMO-LUMO gap: 9.7 eV

Geometry as ORCA input:
```
! wB97M-V def2-TZVPD RIJCOSX def2/J DEFGRID3
* xyz 0 1
H -0.171 -5.008 2.125
C 1.334 -5.986 0.949
H 2.395 -2.545 -2.465
H 3.675 1.792 -0.410
C -0.871 0.795 -1.396
H 3.093 3.118 -1.428
C 1.490 -3.718 1.668
C 4.396 -2.080 -3.270
H 5.156 0.346 -1.504
O 1.364 -0.204 2.202
H 6.282 -0.947 -3.168
H 3.372 -0.274 0.686
H -2.503 1.579 1.535
H 1.112 -1.079 -0.778
H -2.236 3.439 -0.085
O -0.135 -0.044 -1.892
O 1.092 2.083 -0.045
H -1.081 -0.275 1.855
H 3.980 -1.312 -3.928
C 3.557 -1.119 -1.255
H -1.029 -1.163 0.320
H -3.686 1.672 -2.097
C -1.009 0.986 0.119
H -3.903 2.886 -0.061
C 2.716 -3.627 1.016
N 2.520 -5.937 0.351
H -1.467 1.424 -3.164
H 6.214 -2.377 -2.154
N -1.595 1.630 -2.183
H 4.555 -2.579 0.744
C -0.070 2.098 0.606
H -3.104 0.526 0.250
C 3.018 -1.176 0.176
H 1.111 -2.867 2.222
C -2.449 1.377 0.466
H -2.912 3.228 -2.394
H 2.985 -0.323 -1.748
C 3.321 2.822 -0.404
C -2.887 2.598 -0.330
C 3.179 -4.782 0.395
O -0.338 2.855 1.500
H 4.618 -2.955 -3.881
C -0.622 -0.312 0.868
H 4.155 -4.782 -0.083
H 3.566 -2.005 2.074
C 3.419 -2.367 -2.131
C 0.784 -4.908 1.628
H 4.125 3.457 -0.031
H 2.314 2.655 1.510
H 0.807 -6.932 0.896
C 3.527 -2.358 1.042
H 3.751 -3.255 -1.592
H 5.579 -0.960 -0.420
C 2.111 2.961 0.483
C 5.050 -0.729 -1.347
N 1.569 -1.074 0.126
C 0.869 -0.514 1.125
C 5.625 -1.538 -2.531
H 1.720 3.978 0.498
C -2.837 2.307 -1.817
*
```

---

Most favorable first, least favorable last: y, w, x